C5H11NO2 | the ωB97M-V functional and the def2-TZVPD basis

```
19
Properties=species:S:1:pos:R:3:nbo_charge:R:1
C -1.844 0.855 -0.507 0.277
C 0.411 -1.405 -0.601 -0.689
C 1.922 0.598 -0.755 -0.651
N -0.669 -0.112 2.335 -0.550
C 0.527 0.098 -0.432 0.335
C -0.533 0.966 -0.881 -0.407
O 0.136 0.443 1.337 -0.590
O -2.512 -0.282 -0.217 -0.661
H -1.889 -0.898 0.207 0.493
H -2.539 1.665 -0.688 0.180
H -0.574 0.524 3.129 0.351
H -0.265 -1.002 2.629 0.311
H -0.234 1.979 -1.135 0.216
H 1.232 -1.834 -1.183 0.227
H -0.470 -1.817 -1.104 0.227
H 0.427 -1.935 0.356 0.235
H 2.652 0.140 -0.078 0.233
H 2.008 1.681 -0.632 0.227
H 2.216 0.334 -1.779 0.236
```

Output
frontier orbital gap (alpha / beta)	8.00 / 8.01	eV
energy	-402.17451	a.u.
HOMO (alpha / beta)	-7.388 / -7.390	eV


C5H9OP | the ωB97M-V functional and the def2-TZVPD basis

```
16
Properties=species:S:1:pos:R:3:nbo_charge:R:1
C -1.106 -1.209 0.014 0.138
C -1.276 -2.468 -0.070 -0.510
C -1.306 0.128 -0.393 -0.546
C 0.027 0.980 -0.435 -0.358
C 0.720 1.197 0.975 -0.852
O 2.861 -0.015 0.050 -0.965
P 1.872 -0.148 1.393 0.865
H -0.953 -3.292 0.580 0.222
H -1.744 -2.857 -0.920 0.189
H -1.551 0.118 -1.459 0.234
H -1.839 0.679 0.335 0.239
H 0.848 0.542 -1.082 0.191
H -0.099 2.066 -0.944 0.203
H 1.122 2.217 0.684 0.235
H -0.158 1.330 1.742 0.239
H 2.580 0.731 -0.471 0.477
```

Output
frontier orbital gap (alpha / beta)	7.51 / 7.70	eV
energy	-612.33488	a.u.
HOMO (alpha / beta)	-7.600 / -7.303	eV


C6H6F3N2O2 | the ωB97M-V functional and the def2-TZVPD basis

```
19
Properties=species:S:1:pos:R:3:nbo_charge:R:1
C 1.188 1.925 0.602 0.028
C 0.148 1.147 0.960 -0.180
C -1.111 -1.942 0.814 0.686
C 1.884 1.843 -0.730 -0.510
C 1.369 0.734 -1.697 -0.294
C -2.538 -2.581 0.656 0.911
N 0.179 0.164 -1.126 0.035
N -0.165 0.244 0.045 0.267
O -0.105 -2.506 1.140 -0.456
O -1.384 -0.690 0.345 -0.327
F -2.764 -2.843 -0.645 -0.294
F -3.421 -1.699 1.111 -0.293
F -2.593 -3.690 1.331 -0.268
H 1.435 2.783 1.352 0.278
H -0.417 1.241 1.926 0.297
H 1.963 2.842 -1.157 0.276
H 2.961 1.658 -0.364 0.280
H 1.183 1.274 -2.682 0.281
H 2.188 0.098 -1.881 0.283
```

Output
frontier orbital gap (alpha / beta)	8.61 / 8.61	eV
energy	-791.38725	a.u.
net charge	+1
SMILES string	O=C(O[N+]1=NCCC=C1)C(F)(F)F
HOMO (alpha / beta)	-15.250 / -15.250	eV


Which value of energy does entry 3 give?
-791.38725 a.u.


What is the formula in the third record?
C6H6F3N2O2